1:
Computed, not measured: a cluster of 2 separate species, C4H8O2 in total, with ωB97M-V/def2-TZVPD.

```
14
Properties=species:S:1:pos:R:3:mulliken_charge:R:1
C 0.4121 -1.7268 1.3938 -0.906
C 1.3273 1.1222 0.1672 -0.186
O 1.2052 0.5836 -1.0345 -0.184
C -0.1709 0.5332 -1.4967 -0.278
C -0.9023 1.3194 -0.4235 -0.266
O 0.1366 1.5309 0.5700 -0.174
H 0.0853 -1.3983 2.3835 0.255
H 0.7558 -2.7626 1.4373 0.325
H -0.4265 -1.6588 0.6901 0.140
H 1.2238 -1.0864 1.0543 0.248
H -0.2116 0.9836 -2.4896 0.273
H -0.4634 -0.5183 -1.5517 0.243
H -1.7200 0.7787 0.0545 0.238
H -1.2511 2.2995 -0.7548 0.271
```

Computed properties:
HOMO level ... -0.350 Ha
Kohn-Sham gap ... 10.33 eV


2:
Computed, not measured: an isolated molecule of C4H8O2, with ωB97M-V/def2-TZVPD.

```
14
Properties=species:S:1:pos:R:3:mulliken_charge:R:1
C -1.2798 1.1522 0.3344 -1.088
C -0.8146 -0.2698 0.5602 0.347
O 0.4590 -0.1891 1.2032 -0.407
C 1.4552 -0.4526 0.2263 -0.296
C 0.6644 -0.6784 -1.0695 -0.393
O -0.6244 -1.0240 -0.6066 -0.432
H -2.2322 1.1763 -0.1995 0.322
H -1.3963 1.6166 1.3176 0.328
H -0.5145 1.7123 -0.2139 0.246
H -1.5542 -0.8242 1.1563 0.295
H 2.0212 -1.3379 0.5331 0.273
H 2.1559 0.3849 0.1204 0.238
H 0.6146 0.2329 -1.6820 0.255
H 1.0459 -1.4991 -1.6800 0.314
```

Computed properties:
SMILES string ... CC1OCCO1
HOMO level ... -0.362 Ha
Kohn-Sham gap ... 10.88 eV


Stability comparison, relative energies in hartree: 1 0.0540; 2 0.0000


1:
Computed, not measured: a structure of composition C4H8O2, with ωB97M-V/def2-TZVPD.

```
14
Properties=species:S:1:pos:R:3:mulliken_charge:R:1
C -1.1503 0.3712 -0.9955 -1.087
C 0.1886 0.7893 -0.4226 0.080
O 0.1370 1.9515 0.2333 -0.377
C 0.1743 -0.9039 1.3728 -0.859
C 1.1692 -0.6337 0.4793 0.171
O 1.3934 -1.5388 -0.5288 -0.485
H -2.0458 0.6537 -0.4095 0.369
H -1.1597 -0.7049 -1.1816 0.261
H -1.2346 0.8725 -1.9732 0.375
H -0.7757 2.2393 0.4362 0.306
H 0.1461 -0.3923 2.3278 0.293
H -0.5711 -1.6643 1.1647 0.292
H 2.0314 -0.0473 0.7927 0.267
H 1.7060 -1.0167 -1.2810 0.395
```

Computed properties:
HOMO level ... -0.278 Ha
Kohn-Sham gap ... 8.07 eV


2:
Computed, not measured: a structure of composition C4H8O2, with ωB97M-V/def2-TZVPD.

```
14
Properties=species:S:1:pos:R:3:mulliken_charge:R:1
C -0.6881 -1.0294 0.0242 -0.315
C -1.4057 0.2894 -0.3005 -0.423
O -0.3720 1.2202 -0.6095 -0.349
C 0.6500 1.2894 0.3139 -0.197
C 1.6391 -0.3927 0.0641 -0.683
O 0.4167 -0.7188 0.7816 -0.410
H -1.2986 -1.6753 0.6552 0.305
H -0.3613 -1.5431 -0.8869 0.332
H -2.0757 0.2259 -1.1681 0.302
H -1.9905 0.6361 0.5665 0.280
H 0.2474 1.4734 1.3339 0.276
H 1.3976 1.9604 -0.0213 0.315
H 2.2950 -1.3035 0.2816 0.282
H 1.5462 -0.4321 -1.0347 0.284
```

Computed properties:
HOMO level ... -0.289 Ha
Kohn-Sham gap ... 8.87 eV


Stability comparison, relative energies in hartree: 1 0.0000; 2 0.0382


1:
Computed, not measured: an isolated molecule of C4H8O2, with ωB97M-V/def2-TZVPD.

```
14
Properties=species:S:1:pos:R:3:mulliken_charge:R:1
C -0.8550 0.7671 -1.0780 -1.389
C -0.4557 -0.0792 0.0965 1.025
O -1.3945 -1.0481 0.4544 -0.611
C 0.3369 0.5915 1.2039 -0.569
O 1.5928 0.2098 0.6367 -0.385
C 1.0504 -0.8534 -0.1271 -0.720
H 0.0212 1.3259 -1.4139 0.369
H -1.6446 1.4720 -0.7925 0.357
H -1.2410 0.1342 -1.8836 0.291
H -0.5352 -1.5287 0.2231 0.363
H 0.1501 0.1039 2.1722 0.272
H 0.2467 1.6757 1.2944 0.304
H 1.2910 -1.8444 0.3660 0.372
H 1.4372 -0.9262 -1.1521 0.320
```

Computed properties:
SMILES string ... CC1(O)COC1
HOMO level ... -0.369 Ha
Kohn-Sham gap ... 11.00 eV


2:
Computed, not measured: an isolated molecule of C4H8O2, with ωB97M-V/def2-TZVPD.

```
14
Properties=species:S:1:pos:R:3:mulliken_charge:R:1
O 2.1080 0.4860 0.8564 -0.516
C 1.2596 0.1248 -0.2176 -0.612
C -0.1742 0.3183 0.2479 0.238
C -1.2486 0.5750 -0.8176 -0.489
O -2.0611 -0.5024 -0.3384 -0.399
C -1.0518 -0.8960 0.6035 -0.484
H 3.0235 0.4021 0.5662 0.299
H 1.4307 -0.9208 -0.5242 0.303
H 1.4490 0.7596 -1.0993 0.291
H -0.1637 1.0783 1.0334 0.367
H -1.7638 1.5408 -0.7583 0.254
H -0.9170 0.4116 -1.8534 0.272
H -1.4422 -0.9361 1.6278 0.231
H -0.6148 -1.8723 0.3457 0.246
```

Computed properties:
SMILES string ... OCC1COC1
HOMO level ... -0.355 Ha
Kohn-Sham gap ... 10.52 eV


Stability comparison, relative energies in hartree: 1 0.0535; 2 0.0000